This record from the OMol25 dataset describes a gas-phase ion, C10H14N (charge +1) at a distorted geometry. The level of theory is ωB97M-V/def2-TZVPD.

LUMO level (alpha / beta), eV: -3.13 / -6.00
Maximum force, eV/Å: 6.011
Spin multiplicity: 3
Net charge: +1
Orbital gap (alpha / beta), eV: 6.52 / 7.08
E, eV: -12075.561

Last column: Löwdin charge in e.
Atoms and positions in Å:
C: 3.34 -0.59 -0.01  -0.024
C: 2.38 -1.66 0.14  -0.083
C: 2.78 0.64 -0.05  -0.017
C: 1.05 -1.54 0.13  0.001
C: 1.36 0.92 -0.23  -0.226
C: 0.43 -0.19 0.15  -0.119
C: 0.93 2.06 -0.83  0.104
C: -0.85 0.07 0.37  -0.277
C: -1.50 1.28 0.82  -0.029
C: -2.83 -0.73 -0.77  0.003
N: -1.85 -1.03 0.29  0.034
H: 4.37 -0.80 0.32  0.128
H: 2.75 -2.66 0.21  0.110
H: 3.38 1.62 0.03  0.149
H: 0.48 -2.44 0.14  0.099
H: 1.64 2.86 -1.07  0.095
H: -0.01 2.44 -0.90  0.026
H: -2.19 0.87 1.62  0.130
H: -1.94 1.89 0.10  0.073
H: -0.68 1.83 1.32  0.123
H: -2.36 0.15 -1.33  0.139
H: -3.30 -1.47 -1.41  0.109
H: -3.68 -0.27 -0.27  0.102
H: -1.37 -1.93 0.10  0.165
H: -2.35 -1.32 1.13  0.184